No. 1
This record from the Open Molecules 2025 dataset describes 9 unconnected molecules or ions with the total composition C40H92N6O16P2S7 in a non-equilibrium geometry. The level of theory is ωB97M-V/def2-TZVPD.

Its SMILES is CN(C)P(=O)(N(C)C)N(C)C.CN(C)P(=O)(N(C)C)N(C)C.O=S1(=O)CCCC1.O=S1(=O)CCCC1.O=S1(=O)CCCC1.O=S1(=O)CCCC1.O=S1(=O)CCCC1.O=S1(=O)CCCC1.O=S1(=O)CCCC1. The orbital gap is 0.320 Eh. Its HOMO energy is -8.4 eV.

Structure (ORCA input):
```
! wB97M-V def2-TZVPD RIJCOSX def2/J DEFGRID3
* xyz 0 1
C -4.87 -29.41 -11.70
N -4.52 -30.14 -10.47
C -5.12 -31.45 -10.34
P -3.80 -29.39 -9.14
O -3.71 -27.95 -9.36
N -4.81 -29.83 -7.93
C -4.36 -29.55 -6.53
C -6.13 -29.30 -8.12
N -2.38 -30.11 -8.70
C -1.05 -29.51 -9.07
C -2.33 -31.51 -8.61
H -5.92 -29.13 -11.64
H -4.70 -30.06 -12.57
H -4.17 -28.63 -11.75
H -6.17 -31.39 -10.41
H -4.94 -31.87 -9.36
H -4.86 -32.25 -11.09
H -5.14 -29.78 -5.79
H -3.50 -30.13 -6.34
H -4.20 -28.48 -6.60
H -6.26 -28.27 -7.64
H -6.37 -29.28 -9.16
H -6.91 -29.92 -7.59
H -0.71 -30.07 -9.98
H -1.17 -28.45 -9.23
H -0.44 -29.65 -8.19
H -1.49 -31.80 -7.93
H -2.22 -31.94 -9.64
H -3.19 -31.94 -8.07
C 0.92 -24.05 -8.49
N -0.17 -23.52 -7.70
C -1.16 -24.60 -7.52
P 0.48 -22.55 -6.40
O 1.50 -21.66 -7.03
N -0.93 -21.93 -5.66
C -0.75 -21.44 -4.26
C -1.80 -21.16 -6.48
N 1.12 -23.52 -5.24
C 0.25 -24.49 -4.59
C 2.42 -23.27 -4.73
H 1.54 -23.28 -8.94
H 0.60 -24.73 -9.22
H 1.64 -24.70 -7.94
H -1.36 -24.91 -8.58
H -1.97 -24.22 -6.92
H -0.82 -25.52 -7.01
H 0.01 -22.01 -3.66
H -0.39 -20.39 -4.34
H -1.72 -21.40 -3.74
H -1.69 -21.39 -7.51
H -2.75 -21.31 -6.15
H -1.57 -20.05 -6.42
H -0.81 -24.30 -4.72
H 0.50 -25.47 -4.84
H 0.51 -24.35 -3.55
H 2.95 -24.19 -4.62
H 2.34 -22.64 -3.90
H 2.85 -22.65 -5.55
O -6.77 -24.99 -17.72
S -6.33 -26.19 -17.03
O -5.37 -27.02 -17.73
C -5.72 -25.81 -15.39
C -5.92 -27.09 -14.63
C -7.00 -27.99 -15.28
C -7.69 -27.21 -16.37
H -6.32 -25.04 -14.91
H -4.67 -25.44 -15.35
H -4.97 -27.67 -14.58
H -6.27 -26.81 -13.62
H -7.60 -28.38 -14.42
H -6.54 -28.89 -15.63
H -8.46 -26.45 -16.11
H -8.07 -27.88 -17.17
O -4.08 -30.37 -15.93
S -2.97 -29.56 -15.51
O -3.06 -29.09 -14.15
C -1.43 -30.46 -15.87
C -0.75 -29.61 -16.94
C -1.75 -28.65 -17.62
C -2.72 -28.19 -16.59
H -1.70 -31.42 -16.30
H -0.98 -30.51 -14.85
H 0.02 -28.91 -16.47
H -0.25 -30.33 -17.56
H -2.30 -29.17 -18.45
H -1.18 -27.84 -18.02
H -3.65 -27.92 -17.07
H -2.39 -27.42 -15.96
O 0.28 -26.84 -10.34
S 0.07 -26.41 -11.69
O 1.24 -26.18 -12.49
C -1.09 -27.62 -12.47
C -2.40 -26.71 -12.63
C -2.45 -25.63 -11.59
C -1.04 -24.96 -11.75
H -1.18 -28.37 -11.70
H -0.60 -27.91 -13.39
H -2.39 -26.34 -13.66
H -3.33 -27.24 -12.54
H -2.64 -26.02 -10.57
H -3.15 -24.84 -11.87
H -0.68 -24.35 -10.95
H -1.00 -24.53 -12.77
O 2.42 -27.32 -5.38
S 2.11 -28.47 -6.26
O 0.85 -29.25 -6.11
C 2.26 -27.91 -7.98
C 3.41 -28.78 -8.56
C 4.30 -29.15 -7.36
C 3.42 -29.61 -6.27
H 2.57 -26.89 -7.82
H 1.25 -28.07 -8.43
H 3.09 -29.73 -8.93
H 3.91 -28.13 -9.24
H 4.86 -28.26 -7.04
H 5.03 -29.94 -7.52
H 3.97 -29.57 -5.29
H 2.99 -30.59 -6.48
O 0.89 -26.01 -17.76
S 0.83 -25.73 -16.36
O -0.21 -26.46 -15.62
C 2.37 -25.93 -15.55
C 2.68 -24.60 -14.80
C 2.05 -23.47 -15.59
C 0.66 -23.98 -16.09
H 3.11 -26.22 -16.33
H 2.22 -26.73 -14.84
H 2.17 -24.67 -13.87
H 3.70 -24.46 -14.63
H 2.71 -23.12 -16.45
H 1.87 -22.59 -14.99
H 0.22 -23.54 -16.98
H -0.11 -23.88 -15.29
O -2.07 -21.47 -17.81
S -2.75 -22.77 -17.54
O -2.73 -23.27 -16.22
C -4.39 -22.57 -18.09
C -4.39 -23.02 -19.58
C -3.42 -24.27 -19.57
C -2.25 -23.93 -18.73
H -4.65 -21.46 -18.04
H -4.96 -23.20 -17.40
H -5.39 -23.27 -19.85
H -4.07 -22.19 -20.13
H -3.11 -24.67 -20.55
H -4.09 -24.99 -19.06
H -1.35 -23.55 -19.33
H -1.92 -24.81 -18.11
O -7.79 -24.02 -9.92
S -6.65 -24.51 -10.65
O -6.66 -24.74 -12.09
C -5.22 -23.51 -10.05
C -4.86 -24.23 -8.66
C -5.72 -25.51 -8.40
C -6.19 -26.00 -9.77
H -5.65 -22.53 -9.66
H -4.34 -23.29 -10.74
H -3.76 -24.47 -8.76
H -4.91 -23.57 -7.83
H -6.58 -25.27 -7.86
H -5.10 -26.26 -7.96
H -7.09 -26.68 -9.74
H -5.31 -26.52 -10.19
*
```

Here are the Löwdin charges for atoms 1 to 5, given in e: -0.084, -0.281, -0.133, 0.494, -0.254

=====

No. 2
This record from the Open Molecules 2025 dataset describes 6 unconnected molecules or ions with the total composition C40H94BN5 in a non-equilibrium geometry. The level of theory is ωB97M-V/def2-TZVPD.

The value obtained for the relative energy (zero: lowest compared OMol25 entry of this formula, charge and spin) is 65.8 kcal per mole. The orbital gap is 0.289 Eh. Its HOMO energy is -14.3 eV.

Structure (ORCA input):
```
! wB97M-V def2-TZVPD RIJCOSX def2/J DEFGRID3
* xyz 4 1
B 1.58 0.07 0.20
H 2.07 0.60 -0.61
H 1.49 -0.96 -0.09
H 2.10 0.18 1.14
H 0.63 0.58 0.28
C 7.77 -8.13 0.18
C 6.78 -7.03 -0.24
C 6.51 -6.05 0.90
N 5.30 -5.05 0.72
C 4.82 -4.92 -0.77
C 5.57 -3.62 1.24
C 5.36 -3.78 2.76
C 4.20 -4.74 2.89
C 4.09 -5.47 1.60
H 7.40 -8.75 1.00
H 8.75 -7.80 0.52
H 7.91 -8.89 -0.59
H 5.87 -7.44 -0.69
H 7.26 -6.55 -1.09
H 7.36 -5.39 1.10
H 6.28 -6.61 1.80
H 5.71 -4.55 -1.28
H 4.00 -4.20 -0.82
H 4.54 -5.85 -1.26
H 4.81 -2.89 0.98
H 6.59 -3.45 0.87
H 4.94 -2.84 3.11
H 6.32 -3.95 3.25
H 3.21 -4.35 3.10
H 4.37 -5.38 3.77
H 3.25 -5.02 1.07
H 3.96 -6.55 1.57
C -5.52 -1.90 -1.57
C -6.82 -1.07 -1.33
C -7.97 -1.38 -2.34
N -9.24 -0.53 -2.11
C -8.99 0.98 -2.35
C -10.31 -0.97 -3.18
C -11.63 -0.75 -2.45
C -11.39 -0.47 -0.98
C -9.92 -0.73 -0.74
H -5.81 -2.91 -1.29
H -4.67 -1.53 -1.00
H -5.25 -2.06 -2.61
H -6.53 -0.04 -1.55
H -7.12 -1.17 -0.29
H -8.23 -2.44 -2.25
H -7.74 -1.20 -3.39
H -8.41 1.35 -1.51
H -9.98 1.43 -2.37
H -8.50 1.13 -3.31
H -10.18 -0.37 -4.08
H -9.99 -1.98 -3.44
H -12.25 0.05 -2.85
H -12.28 -1.60 -2.61
H -11.44 0.60 -0.79
H -12.06 -0.95 -0.26
H -9.49 -0.06 0.00
H -9.63 -1.73 -0.43
C 5.63 2.75 4.59
C 5.55 2.97 3.05
C 5.83 4.47 2.64
N 5.05 4.97 1.38
C 5.43 4.12 0.13
C 5.41 6.39 1.04
C 4.31 7.01 0.14
C 3.07 6.24 0.55
C 3.49 5.09 1.47
H 5.07 3.46 5.19
H 6.66 2.88 4.92
H 5.34 1.73 4.84
H 4.50 2.80 2.82
H 6.27 2.36 2.51
H 6.87 4.56 2.34
H 5.44 5.14 3.41
H 4.65 4.21 -0.63
H 5.46 3.06 0.38
H 6.40 4.42 -0.27
H 6.40 6.52 0.60
H 5.42 6.87 2.01
H 4.54 6.82 -0.91
H 4.17 8.07 0.30
H 2.38 5.98 -0.25
H 2.51 6.99 1.13
H 3.14 4.12 1.11
H 3.26 5.23 2.52
C -2.33 2.01 -4.89
C -1.62 0.84 -5.59
C -0.07 0.74 -5.19
N 0.79 -0.38 -5.84
C 2.27 -0.11 -5.51
C 0.55 -0.45 -7.38
C -0.30 -1.61 -7.51
C 0.25 -2.65 -6.51
C 0.42 -1.82 -5.33
H -2.36 1.87 -3.81
H -3.35 2.04 -5.27
H -1.80 2.95 -5.04
H -1.56 1.04 -6.66
H -2.19 -0.08 -5.50
H 0.06 0.56 -4.12
H 0.33 1.72 -5.46
H 2.26 0.02 -4.43
H 2.56 0.82 -5.99
H 2.71 -1.05 -5.84
H 1.45 -0.84 -7.87
H 0.27 0.52 -7.78
H -0.18 -2.04 -8.51
H -1.36 -1.35 -7.46
H 1.19 -3.14 -6.77
H -0.54 -3.37 -6.29
H 1.25 -2.24 -4.77
H -0.50 -1.74 -4.76
C -2.29 3.81 2.38
C -2.47 2.50 3.14
C -1.33 2.27 4.18
N -1.61 1.16 5.25
C -1.87 -0.19 4.49
C -0.42 1.17 6.34
C -1.08 1.64 7.58
C -2.48 1.21 7.50
C -2.80 1.59 6.12
H -1.27 3.82 2.00
H -2.32 4.60 3.13
H -3.03 3.83 1.58
H -2.45 1.68 2.42
H -3.50 2.57 3.50
H -1.16 3.21 4.70
H -0.32 2.12 3.81
H -0.87 -0.45 4.12
H -2.56 -0.02 3.67
H -2.28 -0.85 5.25
H -0.22 0.10 6.37
H 0.35 1.89 6.07
H -0.65 1.34 8.53
H -1.08 2.73 7.68
H -2.62 0.15 7.71
H -3.12 1.77 8.19
H -3.73 1.30 5.63
H -2.71 2.67 6.16
*
```

Here are the Löwdin charges for atoms 1 to 5, given in e: -0.471, -0.131, -0.124, -0.131, -0.130